*1*
Below is a gas-phase ion, CHClNO2S (charge -1), with properties calculated with ωB97M-V/def2-TZVPD.

Results
M = 126.54 g/mol
Charge = -1
LUMO (alpha / beta) = 3.23 / 2.95 eV
Highest occupied orbital energy (alpha / beta) = -3.7 / -3.4 eV
SMILES = O=C(O)N([S-])Cl

Last column: Löwdin charge in e.
Cartesian coordinates (Å):
O -1.4463 -2.1004 0.1499  0.05
C -1.0559 -0.9908 -0.0843  -0.78
O 0.1318 -0.6149 -0.5074  0.03
N -1.8118 0.1581 0.2443  -0.76
S -1.2933 1.6693 0.0137  0.44
Cl -3.8779 -0.0490 -0.2267  0.07
H 0.1335 0.3516 -0.3476  -0.05


*2*
Below is 2 unconnected molecules or ions with the total composition CHClNO2S, with properties calculated with ωB97M-V/def2-TZVPD.

Results
M = 126.54 g/mol
Charge = -1
LUMO (alpha / beta) = 0.67 / 0.69 eV
Highest occupied orbital energy (alpha / beta) = -4.1 / -4.0 eV

Last column: Löwdin charge in e.
Cartesian coordinates (Å):
C -0.8400 -0.1141 -0.0144  -0.85
N 0.0699 0.8083 -0.3572  -0.50
O -0.3593 -1.1493 0.7060  -0.06
O -2.0549 -0.0604 -0.3448  -0.10
S 2.8541 -0.5633 0.4727  0.06
Cl -0.3967 2.1448 -1.2788  0.46
H 0.7269 -1.0659 0.8166  -0.02


Of them, *2* has the lowest stability.


*1*
Below is a gas-phase ion, C5H13N2S (charge -1), with properties calculated with ωB97M-V/def2-TZVPD.

Results
M = 133.24 g/mol
Charge = -1
LUMO = 3.97 eV
Highest occupied orbital energy = -2.3 eV
SMILES = CCNC[C@@H](N)C[S-]

Last column: Löwdin charge in e.
Cartesian coordinates (Å):
C -1.3548 -0.6493 -2.5246  -0.11
C -0.1654 -0.3047 -1.6393  -0.38
N -0.4082 0.9193 -0.8730  -0.13
C -0.6344 0.6647 0.5909  -0.20
C 0.7934 0.3228 1.1360  -0.46
N 1.1443 1.4237 2.1106  -0.04
C 1.0669 -1.1279 1.6538  -0.71
S 0.5226 -2.4473 0.5455  0.23
H -1.5086 -1.8370 -2.6273  0.11
H -1.1351 -0.2039 -3.3825  -0.01
H -2.1899 -0.4231 -1.8511  0.07
H 0.0613 -1.0971 -0.8376  -0.09
H 0.9280 -0.1224 -2.1391  0.13
H -1.0580 1.5491 -1.2536  0.06
H -0.7673 1.5601 1.1512  0.07
H -1.4158 -0.1073 0.7804  0.11
H 1.5296 0.5207 0.2832  0.13
H 1.4520 2.2901 1.5044  0.11
H 0.5217 1.5172 2.8827  0.03
H 2.1525 -1.1284 1.8745  0.04
H 0.4655 -1.3195 2.6147  0.04


*2*
Below is 2 unconnected molecules or ions with the total composition C5H13N2S, with properties calculated with ωB97M-V/def2-TZVPD.

Results
M = 133.24 g/mol
Charge = -1
LUMO = 2.82 eV
Highest occupied orbital energy = -2.1 eV

Last column: Löwdin charge in e.
Cartesian coordinates (Å):
C -0.3699 -1.7704 -0.1781  -0.40
C -0.8931 -2.9241 -1.0499  -0.81
S -0.8575 -4.5424 -0.1986  0.04
C -1.4532 -1.2138 0.7649  -0.15
N -0.4320 1.8931 1.1301  0.02
C 0.7886 1.5080 0.9246  -0.28
C 1.7545 2.2375 0.0163  -0.29
N 1.0622 3.1410 -0.8780  -0.01
H 0.4109 -2.1860 0.4542  0.06
H -0.0612 -0.9625 -0.8523  0.07
H -0.4288 -2.9077 -2.0283  0.02
H -1.9652 -2.7520 -1.2203  0.02
H -2.1755 -0.6406 0.1875  0.06
H -1.8329 -2.0058 1.4004  0.05
H -0.9241 -0.5252 1.4292  0.02
H 1.1807 0.5745 1.3741  0.11
H -0.4370 1.5021 0.0866  0.12
H 2.3308 1.4889 -0.5416  0.11
H 2.4519 2.7316 0.6888  0.11
H 0.2111 3.4234 -0.3954  0.05
H 1.6398 3.9306 -1.1144  0.06


Of them, *2* has the lowest stability.


*1*
Below is a single C21H26N2O3 molecule, with properties calculated with ωB97M-V/def2-TZVPD.

Results
M = 354.45 g/mol
Charge = 0
LUMO = 0.66 eV
Highest occupied orbital energy = -8.7 eV
SMILES = COC(=O)[C@H](Cc1ccccc1)NC(=O)N[C@@H](C)CCc1ccccc1

Last column: Löwdin charge in e.
Cartesian coordinates (Å):
C -2.1538 -3.4350 -1.0666  -0.04
O -1.5696 -2.2316 -0.5859  -0.05
C -2.4196 -1.3382 -0.0594  -0.46
O -3.6032 -1.5175 0.0202  0.14
C -1.6931 -0.0734 0.3592  -0.20
C -1.4221 0.7687 -0.9127  -0.08
C -2.6965 1.0411 -1.6548  -0.23
C -3.0298 0.3127 -2.7886  -0.05
C -4.2257 0.5405 -3.4461  -0.08
C -5.1041 1.4997 -2.9740  -0.09
C -4.7797 2.2315 -1.8441  -0.08
C -3.5839 2.0031 -1.1889  -0.03
N -0.4774 -0.4000 1.0654  0.13
C 0.1607 0.5708 1.8041  -0.55
O -0.3130 1.6714 1.9971  0.07
N 1.3262 0.1418 2.3627  0.10
C 2.2470 1.0607 2.9975  -0.36
C 3.0054 0.3343 4.1026  -0.04
C 3.1744 1.7441 1.9754  -0.14
C 4.0700 0.7995 1.1605  -0.14
C 3.2969 -0.0478 0.1894  -0.24
C 2.6626 0.5384 -0.8998  -0.03
C 1.9341 -0.2269 -1.7920  -0.09
C 1.8153 -1.5941 -1.6033  -0.10
C 2.4510 -2.1922 -0.5288  -0.09
C 3.1929 -1.4249 0.3540  -0.07
H -2.5941 -3.9977 -0.2414  0.10
H -2.9367 -3.2095 -1.7931  0.10
H -1.3495 -4.0021 -1.5286  0.09
H -2.3355 0.4988 1.0353  0.16
H -0.9581 1.7007 -0.5848  0.13
H -0.7179 0.2206 -1.5413  0.10
H -2.3457 -0.4379 -3.1617  0.11
H -4.4734 -0.0334 -4.3276  0.10
H -6.0392 1.6760 -3.4850  0.10
H -5.4623 2.9814 -1.4720  0.10
H -3.3295 2.5737 -0.3078  0.12
H 0.0685 -1.1500 0.6696  0.12
H 1.7038 -0.7452 2.0707  0.12
H 1.6231 1.8452 3.4415  0.14
H 3.6943 1.0149 4.5951  0.08
H 2.3057 -0.0480 4.8410  0.08
H 3.5702 -0.5044 3.7024  0.07
H 2.5449 2.3170 1.2921  0.11
H 3.8086 2.4494 2.5160  0.11
H 4.6498 0.1648 1.8320  0.11
H 4.7763 1.4164 0.5982  0.12
H 2.7481 1.6040 -1.0549  0.12
H 1.4653 0.2454 -2.6433  0.11
H 1.2392 -2.1913 -2.2941  0.10
H 2.3759 -3.2600 -0.3803  0.10
H 3.7031 -1.9056 1.1788  0.11


*2*
Below is a single C21H26N2O3 molecule, with properties calculated with ωB97M-V/def2-TZVPD.

Results
M = 354.45 g/mol
Charge = 0
LUMO = 0.70 eV
Highest occupied orbital energy = -8.1 eV
SMILES = COc1ccc(CN2CCN(C(=O)Cc3ccccc3)CC2)c(OC)c1

Last column: Löwdin charge in e.
Cartesian coordinates (Å):
C 3.7108 5.4528 3.4551  -0.09
O 2.7157 5.2471 2.4841  -0.08
C 2.0883 4.0378 2.4287  -0.27
C 1.1095 3.9031 1.4471  -0.01
C 0.4233 2.7138 1.3258  -0.03
C 0.6868 1.6359 2.1570  -0.16
C -0.0846 0.3525 2.0023  -0.14
N -0.2904 0.0319 0.5992  -0.18
C -1.2637 -1.0235 0.4077  -0.17
C -1.5333 -1.1964 -1.0902  -0.12
N -0.3029 -1.5138 -1.7705  -0.05
C 0.0261 -2.6695 -2.3871  -0.47
O 1.1387 -2.8594 -2.8439  0.05
C -1.0710 -3.7215 -2.5184  -0.05
C -2.2207 -3.2512 -3.3669  -0.25
C -3.5357 -3.5212 -3.0090  -0.06
C -4.5843 -3.0957 -3.8058  -0.09
C -4.3303 -2.3918 -4.9699  -0.09
C -3.0224 -2.1207 -5.3359  -0.08
C -1.9750 -2.5491 -4.5412  -0.03
C 0.7077 -0.4979 -1.5569  -0.11
C 0.9546 -0.3190 -0.0613  -0.15
C 1.6703 1.7722 3.1420  -0.22
O 1.8876 0.6824 3.9389  -0.09
C 2.8850 0.7490 4.9269  -0.08
C 2.3659 2.9701 3.2743  0.04
H 4.0578 6.4746 3.3090  0.09
H 3.3123 5.3505 4.4702  0.10
H 4.5531 4.7653 3.3230  0.10
H 0.9068 4.7404 0.7999  0.11
H -0.3329 2.5964 0.5658  0.12
H 0.4390 -0.4559 2.5372  0.13
H -1.0713 0.4749 2.4625  0.13
H -2.1920 -0.7432 0.9113  0.12
H -0.9151 -1.9862 0.8281  0.13
H -2.2857 -1.9634 -1.2543  0.11
H -1.9116 -0.2481 -1.4896  0.14
H -1.4169 -4.0316 -1.5300  0.12
H -0.6013 -4.5860 -2.9964  0.13
H -3.7428 -4.0740 -2.1023  0.11
H -5.6016 -3.3151 -3.5159  0.10
H -5.1484 -2.0583 -5.5910  0.10
H -2.8178 -1.5754 -6.2456  0.10
H -0.9544 -2.3430 -4.8289  0.12
H 1.6190 -0.8159 -2.0645  0.12
H 0.3554 0.4465 -1.9840  0.13
H 1.6710 0.4884 0.0990  0.13
H 1.3794 -1.2524 0.3516  0.14
H 2.6636 1.5187 5.6737  0.10
H 2.8837 -0.2270 5.4104  0.09
H 3.8735 0.9335 4.4932  0.10
H 3.1212 3.0690 4.0355  0.09


Of them, *2* has the lowest stability.